{"formula": "C18H25N2Pb", "method": "ωB97M-V/def2-TZVPD", "e_homo_ev": [-10.17, -9.87], "total_charge": 1, "e_above_lowest_kj_mol": 0.00, "elements": ["C", "C", "C", "C", "H", "H", "H", "H", "H", "H", "H", "H", "H", "C", "C", "C", "H", "C", "C", "H", "H", "H", "H", "C", "C", "C", "H", "C", "C", "H", "H", "H", "H", "Pb", "C", "C", "N", "C", "C", "N", "H", "H", "H", "H", "H", "H"], "coordinates": [[2.904454, -0.367200, -0.595109], [2.497902, -0.664479, -1.987403], [3.402202, 0.984766, -0.250100], [2.911955, -1.431936, 0.436710], [4.486487, 0.990248, -0.012780], [2.906634, 1.403610, 0.649953], [3.269910, 1.697091, -1.080678], [3.341825, -0.920137, -2.660524], [2.020197, 0.214463, -2.459332], [1.809207, -1.526700, -2.054603], [3.671422, -2.219427, 0.256041], [1.950117, -1.985037, 0.498428], [3.128965, -1.023328, 1.436842], [-1.577479, 2.805364, -0.670762], [-0.215325, 3.211016, -0.782850], [0.362799, 2.521152, -1.890184], [0.282073, 3.968457, -0.178297], [-0.638920, 1.665372, -2.448851], [-1.849233, 1.868201, -1.714295], [-2.828973, 1.465780, -1.967411], [-2.300350, 3.188643, 0.049474], [1.362738, 2.679067, -2.288750], [-0.501071, 1.002152, -3.305878], [-1.091702, -0.141661, 2.878885], [-1.188704, 1.274353, 2.731208], [0.131453, 1.811690, 2.730869], [-2.113614, 1.850713, 2.692127], [1.051023, 0.729094, 2.862844], [0.295267, -0.483971, 2.938202], [0.713122, -1.486324, 3.055983], [-1.930316, -0.822582, 3.017355], [0.394154, 2.868771, 2.704960], [2.131690, 0.816329, 2.967442], [0.124508, 0.266747, 0.057062], [-0.798127, -3.032915, -0.974845], [-1.954740, -2.222169, -0.550656], [-1.973469, -0.964134, -0.101349], [-3.290162, -0.646873, 0.193659], [-4.066053, -1.724172, -0.093374], [-3.205977, -2.705117, -0.562861], [-0.764964, -3.970161, -0.397394], [-0.875280, -3.272593, -2.047547], [0.149734, -2.492207, -0.804277], [-3.557705, 0.317065, 0.580574], [-5.118797, -1.858434, 0.002614], [-3.458878, -3.638589, -0.861121]], "atomic_forces_ev_per_a": [[0.6617, -0.0827, -0.0235], [-0.5943, -0.1327, -0.4998], [-0.0278, 0.5086, -0.5745], [0.0001, -0.0012, 0.7512], [-0.3505, -0.4031, 0.0740], [0.1540, -0.3912, -0.1645], [-0.0417, -0.3460, 0.3210], [0.1052, 0.1517, 0.5435], [0.2354, -0.2745, 0.2484], [0.3792, 0.3027, 0.1045], [-0.1640, 0.3899, -0.3811], [0.4616, 0.2418, -0.1704], [-0.1666, -0.0993, -0.3981], [-0.1155, -0.9253, -0.5047], [0.4216, -0.5438, -0.1573], [-0.3122, -0.4209, 0.3238], [-0.1837, -0.2506, -0.1642], [0.0655, 0.0551, 0.4248], [0.6118, 0.4624, 0.3652], [0.3611, -0.0427, 0.1770], [0.2689, -0.1186, -0.2548], [-0.2246, 0.0060, 0.0745], [-0.1700, 0.3822, 0.1589], [0.2708, 0.7389, -0.1972], [0.2711, -0.8384, -0.0518], [0.4398, -0.6107, -0.1164], [0.3382, -0.1961, 0.0170], [-0.4292, 0.4178, -0.4059], [-0.0950, 0.0541, -0.6104], [-0.2097, 0.3430, 0.1913], [0.2890, 0.1534, -0.2000], [-0.1038, -0.3456, -0.0457], [-0.2658, -0.0021, 0.0519], [-1.8628, 2.1277, 1.3161], [0.5587, -0.2421, -0.1962], [-0.5801, 1.1224, 0.4647], [0.1338, -0.9775, -0.4173], [0.4654, -0.5319, -0.3154], [0.4981, 0.1634, 0.0042], [-0.4725, -0.0137, 0.0997], [0.0985, 0.2764, -0.2504], [0.1438, 0.0157, 0.3538], [-0.4202, -0.2870, -0.0845], [-0.0487, 0.0970, 0.0358], [-0.3391, -0.1807, -0.0227], [-0.0554, 0.2481, 0.1055]], "mulliken_charge": [0.531, -0.832, -0.858, -0.663, 0.438, 0.234, 0.237, 0.459, 0.283, 0.180, 0.462, 0.161, 0.263, -0.415, -0.580, -0.541, 0.441, -0.763, -0.567, 0.518, 0.421, 0.641, 0.477, -0.601, -0.340, -0.626, 0.457, -0.618, -0.661, 0.497, 0.471, 0.413, 0.620, 0.843, -0.808, 0.397, 0.327, -0.812, -0.654, -0.090, 0.397, 0.347, -0.277, 0.541, 0.441, 0.208]}